Molecular formula: C17H35Cl22OPS
Method: DFT, ωB97M-V/def2-TZVPD

Summary:
SMILES: CCSCPC[C@@H]1CO1.ClCCl.ClCCl.ClCCl.ClCCl.ClCCl.ClCCl.ClCCl.ClCCl.ClCCl.ClCCl.ClCCl
Gap between HOMO and LUMO: 8.6 eV

CARTESIAN COORDINATES (ANGSTROEM)
C1 0.95963 -1.12386 2.29459
C2 0.65010 0.23782 2.92331
S1 -0.17181 1.44891 1.86357
C3 -1.75110 0.76725 1.30012
P1 -2.66306 -0.20911 2.60023
C4 -4.27664 -0.55552 1.76825
C5 -5.38835 -0.58116 2.84544
C6 -6.75961 -0.66302 2.28609
O1 -6.19458 0.55196 2.84702
H1 0.13497 -1.81911 2.45214
H2 1.85719 -1.54979 2.74612
H3 1.11549 -1.08621 1.21386
H4 1.59168 0.69565 3.22203
H5 0.05978 0.07030 3.82557
H6 -1.60167 0.10819 0.44457
H7 -2.39991 1.60505 1.05749
H8 -1.93037 -1.41653 2.64384
H9 -4.33555 -1.47534 1.19873
H10 -4.58560 0.34278 1.23300
H11 -5.20406 -1.09702 3.78330
H12 -7.54287 -1.09306 2.89575
H13 -6.84904 -0.46452 1.22446
Cl1 1.90709 -4.03576 0.56317
C7 0.53091 -3.81454 -0.52548
Cl2 0.07065 -2.11386 -0.66113
H14 0.80284 -4.17760 -1.50839
H15 -0.31523 -4.36987 -0.13759
Cl3 2.30641 -0.81024 -4.98120
C8 2.57924 -1.53690 -3.39235
Cl4 2.55719 -3.30665 -3.47297
H16 3.54913 -1.22101 -3.02626
H17 1.79656 -1.21157 -2.71773
Cl5 6.39648 -4.10055 -5.57484
C9 5.64269 -2.66384 -6.27333
Cl6 6.82090 -1.37785 -6.57151
H18 5.18194 -2.93611 -7.21513
H19 4.89376 -2.29232 -5.58396
Cl7 4.98048 -3.17087 3.20539
C10 3.60698 -4.08106 3.84415
Cl8 2.79493 -3.21394 5.15377
H20 2.89704 -4.23561 3.04094
H21 3.96434 -5.02994 4.22560
Cl9 -3.03035 -3.91167 -2.29693
C11 -2.65524 -2.93309 -3.72567
Cl10 -0.92786 -2.59240 -3.82424
H22 -2.96067 -3.47355 -4.61350
H23 -3.19186 -1.99449 -3.65356
Cl11 1.80995 4.75021 -0.42321
C12 1.13085 5.26013 1.12636
Cl12 2.34762 6.02929 2.15585
H24 0.33699 5.97089 0.93971
H25 0.74281 4.38536 1.63724
Cl13 -5.25370 -4.86162 0.19963
C13 -5.88112 -4.30060 1.75194
Cl14 -4.64332 -3.52537 2.75092
H26 -6.66561 -3.57813 1.55554
H27 -6.27778 -5.14741 2.29885
Cl15 11.10650 -2.86176 -7.77151
C14 10.33844 -1.43319 -8.47323
Cl16 11.51137 -0.14428 -8.77350
H28 9.87839 -1.71135 -9.41374
H29 9.58744 -1.06555 -7.78420
Cl17 -2.30087 6.93634 0.75172
C15 -1.83307 7.91989 -0.64230
Cl18 -0.09217 8.22516 -0.68823
H30 -2.11541 7.39375 -1.54623
H31 -2.34919 8.87039 -0.58165
Cl19 -6.31447 2.05594 -0.19380
C16 -7.51058 2.66260 0.96140
Cl20 -7.81265 4.39027 0.74449
H32 -8.43950 2.12600 0.80833
H33 -7.13256 2.49161 1.96169
Cl21 4.93488 7.06091 4.28757
C17 4.09818 6.09783 5.50960
Cl22 4.40405 6.69414 7.14606
H34 3.03309 6.14521 5.31567
H35 4.44850 5.07496 5.44231


Molecular formula: C3H6ClN
Method: DFT, ωB97M-V/def2-TZVPD

Summary:
SMILES: [H]/N=C/Cl.C=C
Gap between HOMO and LUMO: 11.5 eV

CARTESIAN COORDINATES (ANGSTROEM)
H1 1.87356 -0.47172 -0.30539
N1 2.87053 -0.66214 -0.34147
C1 3.61948 0.23823 0.08387
Cl1 5.31022 0.00791 0.05835
H2 3.34429 1.21669 0.49191
C2 -1.73447 -0.69330 0.20053
C3 -1.09442 0.35551 -0.27028
H3 -1.27325 -1.66689 0.22338
H4 -2.73965 -0.63486 0.58314
H5 -1.53605 1.33707 -0.30810
H6 -0.09278 0.27549 -0.66322


Molecular formula: CH3Cl2OP
Method: DFT, ωB97M-V/def2-TZVPD

Summary:
SMILES: OCP(Cl)Cl
Gap between HOMO and LUMO: 10.3 eV

CARTESIAN COORDINATES (ANGSTROEM)
O1 -0.57890 -0.46150 0.85488
C1 0.41176 0.24733 -0.17065
P1 1.94883 -0.01209 0.80682
Cl1 2.37082 -1.82123 0.13752
Cl2 3.04211 1.25431 -0.40165
H1 -1.25393 0.17924 1.20828
H2 0.38667 -0.14030 -1.11391
H3 0.36266 1.35985 -0.36502


Molecular formula: C3H4Se
Method: DFT, ωB97M-V/def2-TZVPD

Summary:
SMILES: C#CC[SeH]
Gap between HOMO and LUMO: 9.7 eV

CARTESIAN COORDINATES (ANGSTROEM)
C1 1.73604 1.61149 0.57131
C2 0.94187 0.91855 0.02889
C3 -0.12445 -0.14872 -0.54364
Se1 -1.98942 0.36144 0.02662
H1 2.46974 2.27127 1.12103
H2 0.25341 -1.13249 -0.41240
H3 -0.19869 -0.13967 -1.61268
H4 -2.44236 -0.14007 -1.34281


Molecular formula: C4H4O2
Method: DFT, ωB97M-V/def2-TZVPD

Summary:
Gap between HOMO and LUMO: 8.3 eV

CARTESIAN COORDINATES (ANGSTROEM)
O1 -1.94200 0.21858 0.77763
C1 -1.60644 0.47047 -0.36349
C2 0.75064 -0.53812 -1.03232
O2 0.49203 -1.06009 -2.04663
C3 1.51199 -0.18595 -0.02029
C4 1.42636 0.01824 1.26944
H1 -0.08623 -0.24977 1.47756
H2 -1.28672 1.48742 -0.64965
H3 -1.72595 -0.26833 -1.16866
H4 2.46633 0.10753 1.75641


Molecular formula: C2H3N3OS
Method: DFT, ωB97M-V/def2-TZVPD

Summary:
SMILES: [H]/N=c1/nc(S)[nH]o1
Gap between HOMO and LUMO: 9.6 eV

CARTESIAN COORDINATES (ANGSTROEM)
H1 0.24864 -3.10760 -0.44109
N1 0.28124 -2.41302 0.31004
C1 0.12035 -1.20759 0.03797
N2 0.30855 -0.14775 0.95948
C2 0.10582 0.92598 0.27232
S1 0.09295 2.57141 0.80488
N3 -0.16115 0.70716 -1.03651
O1 -0.34848 -0.69755 -1.19438
H2 -0.02303 2.13473 2.05806
H3 -0.62489 1.23424 -1.77076


Molecular formula: C23H49Br9IN3NbO2P2S
Method: DFT, ωB97M-V/def2-TZVPD

Summary:
Net charge: -1
Gap between HOMO and LUMO: 5.9 eV

CARTESIAN COORDINATES (ANGSTROEM)
C1 -4.60890 1.25321 -1.82588
C2 -3.91186 -0.15458 -1.66397
P1 -2.09737 0.09845 -1.98470
C3 -1.57321 -0.64408 -3.60708
C4 -1.89489 0.39944 -4.76245
Nb1 -0.57832 -0.49973 -0.04533
Br1 -2.05531 1.10952 1.44889
C5 0.60834 -1.90841 -1.35914
C6 1.85157 -1.28167 -2.06120
C7 2.21901 -2.10855 -3.36843
I1 2.14023 -4.23807 -3.15979
C8 0.84682 1.24230 -0.33383
C9 0.64542 2.14827 -1.60141
C10 -0.25941 3.40335 -1.35485
O1 -1.52498 3.34760 -2.01832
C11 -1.58343 4.16990 -3.15540
C12 0.53106 -1.28998 1.77873
C13 1.66324 -0.38672 2.34501
S1 1.10825 1.03280 3.39679
C14 -0.25559 0.35444 4.39336
N1 -1.40018 0.80488 4.71795
N2 -1.99827 -0.20843 5.45267
C15 -1.19512 -1.23677 5.49609
O2 -0.02419 -1.02419 4.88257
P2 -2.31020 -2.41045 0.49138
N3 -1.62151 -3.79900 0.94439
H1 -4.15242 1.90326 -1.05309
H2 -4.42612 1.70748 -2.81094
H3 -5.68141 1.17127 -1.56898
H4 -4.16363 -0.49712 -0.65200
H5 -4.34374 -0.80004 -2.45443
H6 -2.08863 -1.57961 -3.87980
H7 -0.47503 -0.74553 -3.61777
H8 -2.55877 1.20605 -4.40597
H9 -2.36032 -0.09475 -5.62979
H10 -0.96757 0.90793 -5.09587
H11 -0.10066 -2.40014 -2.05151
H12 0.97662 -2.71661 -0.69695
H13 1.70145 -0.25683 -2.43355
H14 2.71726 -1.41670 -1.39438
H15 3.26007 -1.82838 -3.61787
H16 1.60906 -1.72965 -4.20620
H17 0.75515 1.91100 0.54778
H18 1.91260 0.91944 -0.35440
H19 1.64892 2.58661 -1.81559
H20 0.37226 1.61033 -2.52723
H21 -0.40729 3.59049 -0.27915
H22 0.27235 4.29105 -1.76431
H23 -1.51345 5.25079 -2.90541
H24 -0.87423 3.88075 -3.95831
H25 -2.59655 4.03145 -3.58635
H26 -0.19083 -1.57355 2.56651
H27 1.00232 -2.24754 1.47327
H28 2.39489 -0.03855 1.60225
H29 2.23688 -1.01610 3.06029
H30 -1.52733 -2.14155 5.99965
H31 -3.13872 -1.93796 1.55765
H32 -3.14956 -2.67310 -0.63673
H33 -0.61003 -3.69246 0.91548
Br2 0.94959 0.40134 6.19290
C16 2.07861 -0.24194 7.68439
C17 2.12261 0.73280 8.83504
Br3 3.29781 2.23799 8.44619
H34 3.05986 -0.44784 7.26439
H35 1.61583 -1.17757 8.00035
H36 2.54787 0.26672 9.72485
H37 1.14876 1.14719 9.07904
Br4 -1.82309 -1.29095 -8.31018
C18 -1.99564 0.32205 -9.38487
C19 -1.75533 1.56632 -8.56884
Br5 -3.29115 2.00388 -7.45583
H38 -2.98279 0.29483 -9.83692
H39 -1.23964 0.22502 -10.16239
H40 -1.62436 2.42800 -9.22130
H41 -0.89907 1.48423 -7.90487
Br6 -1.51682 -5.20392 -2.32661
C20 -1.15894 -7.08844 -2.62602
C21 -1.50153 -7.90821 -1.41025
Br7 -0.13938 -7.73418 -0.03123
H42 -0.11460 -7.17282 -2.91629
H43 -1.79009 -7.36945 -3.46817
H44 -1.52244 -8.96906 -1.65687
H45 -2.44769 -7.62398 -0.95840
Br8 7.02323 3.79934 6.93804
C22 6.32890 4.98915 8.31186
C23 6.08958 6.37400 7.77249
Br9 7.75728 7.36343 7.58200
H46 7.03637 4.96783 9.13555
H47 5.39091 4.53697 8.63108
H48 5.49147 6.95769 8.46992
H49 5.60913 6.37432 6.79863


Molecular formula: C7H13N2
Method: DFT, ωB97M-V/def2-TZVPD

Summary:
SMILES: CC(C)(C)[C@H]1N=CC=[NH+]1
Net charge: +1
Gap between HOMO and LUMO: 9.2 eV

CARTESIAN COORDINATES (ANGSTROEM)
C1 0.08950 1.98385 -0.28641
C2 0.55286 0.62450 0.00430
C3 1.96191 0.35717 -0.46273
C4 0.44801 0.34119 1.53950
C5 -0.30518 -0.45926 -0.75555
N1 0.09898 -1.70629 -0.43617
C6 -0.88563 -2.40777 0.04111
C7 -2.07110 -1.56155 0.05345
N2 -1.78414 -0.36043 -0.31419
H1 0.78123 2.67093 0.25269
H2 -1.04510 2.08850 -0.18463
H3 0.32674 2.29065 -1.25952
H4 2.74250 1.10929 -0.32709
H5 2.29214 -0.54650 0.00862
H6 2.10339 0.14476 -1.60174
H7 0.88595 1.23789 1.89475
H8 0.87041 -0.67871 1.75832
H9 -0.64589 0.18386 1.52824
H10 -0.21815 -0.51266 -1.91780
H11 -0.85463 -3.52266 0.18445
H12 -3.05898 -1.76733 0.58150
H13 -2.28482 0.49058 -0.30109


Molecular formula: C47H126NO17V
Method: DFT, ωB97M-V/def2-TZVPD

Summary:
Multiplicity: 5
Gap between HOMO and LUMO (spin up / spin down): 4.1 / 5.9 eV

CARTESIAN COORDINATES (ANGSTROEM)
V1 0.04144 2.47988 -3.48005
C1 -1.56888 2.11166 0.64317
C2 -0.44846 1.12522 0.79237
C3 -0.84384 0.25519 1.99895
C4 -0.03663 -0.99828 2.21060
C5 -0.00961 -1.85243 0.94976
C6 0.33028 -1.04524 -0.30844
N1 -0.37303 0.24991 -0.47542
O1 -0.21186 0.90123 -1.76509
C7 -0.26305 -1.94608 -1.42424
C8 1.87941 -0.91986 -0.26711
C9 0.89705 1.87086 1.15122
H1 -2.02206 2.50476 1.55322
H2 -2.35114 1.55915 0.12269
H3 -1.17336 2.85802 -0.04575
H4 -1.89344 0.04059 1.79800
H5 -0.92837 0.78789 2.94615
H6 -0.55486 -1.60763 2.95104
H7 0.98644 -0.83931 2.55141
H8 -0.89302 -2.46770 0.77908
H9 0.77439 -2.55851 1.22343
H10 -0.01620 -3.00496 -1.50131
H11 0.11422 -1.49814 -2.34354
H12 -1.34908 -1.85422 -1.43868
H13 2.26957 -0.25785 0.50595
H14 2.19977 -0.52483 -1.23118
H15 2.25933 -1.93836 -0.18699
H16 0.78568 2.92949 1.38575
H17 1.61942 1.88416 0.33507
H18 1.47292 1.48906 1.99425
C10 -0.82315 -5.70798 1.05319
C11 0.63123 -6.06425 1.21932
C12 0.86422 -7.11454 2.33833
O2 1.12265 -6.41469 -0.04202
H19 -1.22585 -5.27922 1.97085
H20 -1.38333 -6.56831 0.68695
H21 -0.87043 -4.98829 0.23593
H22 1.15500 -5.21484 1.65779
H23 1.86274 -7.29653 2.73573
H24 0.65621 -8.08343 1.88435
H25 0.21213 -6.96295 3.19851
H26 1.81314 -7.07602 0.04433
C13 -4.91412 -0.68146 4.63907
C14 -4.20500 0.38990 3.83562
C15 -4.54445 0.59294 2.36985
O3 -4.52751 1.60198 4.39392
H27 -4.31513 -1.58176 4.50206
H28 -5.85976 -0.93179 4.15822
H29 -5.13013 -0.42580 5.67641
H30 -3.12862 0.21822 3.83108
H31 -4.35827 -0.41547 2.00031
H32 -4.02093 1.33544 1.76760
H33 -5.60256 0.74810 2.15909
H34 -4.87343 1.48964 5.28236
C16 -0.09134 -0.60019 -6.65081
C17 -0.72816 0.29048 -5.48351
C18 -1.80108 -0.50029 -4.69996
O4 0.30333 0.57168 -4.62431
H35 -0.88038 -0.95048 -7.31626
H36 0.40792 -1.49258 -6.27335
H37 0.51847 0.04346 -7.28480
H38 -1.16263 1.17268 -5.95369
H39 -1.57083 -1.56090 -4.59899
H40 -2.79338 -0.30742 -5.10769
H41 -1.82587 -0.22626 -3.64525
H42 0.56536 -0.29983 -4.31865
C19 3.88757 4.19090 -2.53291
C20 3.23015 3.17067 -3.51825
C21 4.20952 2.15372 -4.00871
O5 2.14309 2.40990 -2.97548
H43 3.53934 5.18540 -2.81185
H44 4.97232 4.25266 -2.44567
H45 3.38264 4.01687 -1.58272
H46 2.90394 3.72246 -4.39984
H47 3.68153 1.55893 -4.75407
H48 4.53045 1.39706 -3.29277
H49 5.12785 2.64321 -4.33300
H50 2.53961 1.70975 -2.45187
C22 4.14460 -2.26687 -3.19939
C23 2.96997 -1.53829 -3.79876
C24 3.36402 -1.22331 -5.19871
O6 1.90937 -2.39519 -3.79322
H51 5.06497 -1.68678 -3.13216
H52 4.27640 -3.19091 -3.76231
H53 4.02552 -2.61634 -2.17383
H54 2.72172 -0.64923 -3.21908
H55 4.21238 -0.53895 -5.19342
H56 2.58264 -0.60210 -5.63648
H57 3.58471 -2.13805 -5.74885
H58 1.86240 -2.82675 -2.93698
C25 6.34280 -0.14665 -0.48044
C26 5.72954 1.20624 -0.54701
C27 5.97273 2.05059 0.67702
O7 6.35753 1.83070 -1.64051
H59 7.42910 -0.16356 -0.39236
H60 6.03986 -0.82568 -1.27746
H61 5.95103 -0.62533 0.41704
H62 4.65167 1.04469 -0.56130
H63 5.55170 1.72200 1.62720
H64 5.73043 3.11131 0.61173
H65 7.01524 1.96450 0.98340
H66 7.28612 1.58721 -1.64553
C28 -4.69788 -2.50864 -2.90043
C29 -4.50863 -2.70410 -1.37451
C30 -5.08068 -1.49449 -0.62464
O8 -5.27638 -3.76046 -0.86281
H67 -4.79596 -3.44482 -3.45001
H68 -3.86377 -1.94879 -3.32343
H69 -5.59348 -1.91183 -3.07315
H70 -3.43201 -2.86515 -1.31927
H71 -5.40231 -1.77468 0.37843
H72 -6.00827 -1.04115 -0.97416
H73 -4.39591 -0.67342 -0.41245
H74 -6.18951 -3.53380 -1.05365
C31 -3.37425 7.14438 1.31266
C32 -3.14050 6.77724 -0.19223
C33 -2.27418 7.73823 -1.02933
O9 -2.43614 5.56711 0.11900
H75 -4.07116 6.46144 1.79849
H76 -3.86198 8.11891 1.33503
H77 -2.43641 7.25410 1.85719
H78 -4.18072 6.61448 -0.47428
H79 -2.03054 7.34082 -2.01462
H80 -1.26224 7.74181 -0.62429
H81 -2.68567 8.74458 -1.10708
H82 -1.77076 5.67416 0.80267
C34 3.29315 -1.01958 6.00180
C35 3.91384 -1.43050 4.61050
C36 4.70924 -0.37975 3.84976
O10 4.94297 -2.40972 4.88206
H83 2.45411 -0.32442 6.03124
H84 4.07081 -0.46625 6.52828
H85 3.07938 -1.93232 6.55795
H86 3.13172 -1.98740 4.09451
H87 4.76307 0.52191 4.45986
H88 4.10173 -0.21754 2.95942
H89 5.67409 -0.71230 3.46691
H90 5.48571 -2.07198 5.59828
C37 -3.72816 4.22559 -2.97507
C38 -3.13718 2.89939 -3.00340
C39 -4.05643 1.79384 -3.43727
O11 -2.06355 2.86715 -3.94352
H91 -3.53423 4.76746 -3.90074
H92 -3.26412 4.92934 -2.28406
H93 -4.78937 4.26530 -2.72938
H94 -2.67709 2.67167 -2.04186
H95 -3.63370 0.79570 -3.32274
H96 -4.44358 1.81923 -4.45588
H97 -4.83249 1.95532 -2.68910
H98 -2.33001 3.43426 -4.67083
C40 -1.61636 -1.29921 7.62799
C41 -0.47210 -0.76661 6.82807
C42 -0.81000 0.07207 5.60528
O12 0.08257 0.31922 7.53363
H99 -2.15528 -1.98778 6.97720
H100 -2.32961 -0.53381 7.93383
H101 -1.29470 -1.86182 8.50440
H102 0.36956 -1.43076 6.63156
H103 -1.49910 0.91171 5.69603
H104 -1.14458 -0.62329 4.83546
H105 0.11532 0.48495 5.20352
H106 -0.58253 1.01121 7.51419
C43 -0.91978 -3.88387 4.79765
O13 0.44616 -3.67201 4.88076
H107 -1.36583 -3.23062 4.04772
H108 -1.01706 -4.93407 4.52245
H109 -1.46085 -3.74752 5.73400
H110 0.70148 -2.82228 4.51420
C44 1.99733 -5.96348 -3.08219
O14 1.49235 -4.84599 -2.34687
H111 2.70553 -6.52633 -2.47412
H112 1.24955 -6.73249 -3.27601
H113 2.50018 -5.54151 -3.95235
H114 1.31939 -5.12388 -1.44440
C45 0.73547 5.12668 -1.70149
O15 -0.26475 4.17941 -1.94712
H115 1.41409 4.61342 -1.02023
H116 1.17227 5.30320 -2.68442
H117 0.38883 6.09003 -1.32746
H118 -0.95649 4.29963 -1.29241
C46 0.22693 5.15663 3.01221
O16 -0.17390 5.74828 1.79523
H119 -0.67596 4.62557 3.31364
H120 1.16419 4.63985 2.80587
H121 0.32684 5.93738 3.76623
H122 0.43042 6.46756 1.59762
C47 -2.50616 -5.25602 -3.23044
O17 -1.83090 -4.08873 -3.71217
H123 -2.82601 -5.82700 -4.10209
H124 -1.79083 -5.88351 -2.69879
H125 -3.40214 -5.09745 -2.63029
H126 -1.19830 -3.75383 -3.07244